Entry from OMol25: a cluster of 2 separate species, C25H26BrO3S in total (ωB97M-V/def2-TZVPD).

```
56
Properties=species:S:1:pos:R:3:mulliken_charge:R:1
C 3.035 -1.306 3.011 -1.254
S 1.796 -1.198 1.693 0.940
C 1.033 -2.844 1.737 -1.191
C 0.641 -0.142 2.334 -0.984
C -0.678 -0.066 1.810 0.637
C -1.675 0.704 2.647 -0.014
C -1.865 0.316 3.978 -0.325
C -2.867 0.906 4.763 -0.500
C -3.638 1.952 4.223 -0.031
Br -4.977 2.780 5.279 -0.170
C -3.416 2.373 2.898 -0.568
C -2.472 1.716 2.098 -0.310
O -1.026 -0.644 0.760 -0.678
H 3.928 -1.749 2.553 0.399
H 3.259 -0.284 3.338 0.407
H 2.656 -1.925 3.834 0.366
H 1.649 -3.489 1.099 0.367
H 1.017 -3.210 2.771 0.430
H 0.028 -2.767 1.315 0.356
H 0.930 0.489 3.172 0.519
H -1.224 -0.479 4.375 0.355
H -3.048 0.551 5.776 0.412
H -3.992 3.196 2.494 0.421
H -2.343 1.990 1.052 0.499
C 0.445 -5.160 -4.043 -0.806
O 1.550 -4.710 -3.228 -0.414
C 1.514 -3.497 -2.613 0.868
C 2.713 -3.083 -1.969 -0.871
C 2.790 -1.850 -1.375 -0.345
C 1.659 -0.979 -1.314 0.649
C 1.751 0.316 -0.706 -1.061
C 0.941 1.433 -1.058 0.401
C 0.909 2.587 -0.213 -0.312
C 0.215 3.720 -0.559 -0.933
C -0.576 3.743 -1.741 0.856
O -1.298 4.871 -1.970 -0.427
C -2.347 4.890 -2.970 -0.821
C -0.580 2.609 -2.591 -0.700
C 0.207 1.519 -2.278 -0.406
C 0.439 -1.479 -1.827 -0.416
C 0.373 -2.654 -2.550 -0.905
H 0.804 -6.103 -4.453 0.255
H -0.452 -5.330 -3.437 0.339
H 0.226 -4.457 -4.856 0.343
H 3.571 -3.754 -2.007 0.449
H 3.743 -1.500 -0.977 0.472
H 2.653 0.536 -0.124 0.737
H 1.487 2.561 0.710 0.353
H 0.250 4.628 0.040 0.443
H -2.852 5.843 -2.798 0.257
H -1.931 4.871 -3.986 0.341
H -3.056 4.062 -2.832 0.361
H -1.166 2.599 -3.517 0.422
H 0.286 0.711 -3.006 0.617
H -0.470 -0.906 -1.676 0.785
H -0.549 -2.906 -3.083 0.387
```

Results
- LUMO level (eV) = -4.97
- HOMO (Eh) = -0.37708
- gap between HOMO and LUMO (eV) = 5.3
- total charge = +1
- molecular weight (g mol⁻¹) = 486.45
- total energy (eV) = -113357.77479

Entry from OMol25: the ion C3H8NO with charge +1 (ωB97M-V/def2-TZVPD).

```
13
Properties=species:S:1:pos:R:3:mulliken_charge:R:1
C 1.707 -0.547 -0.343 -0.744
N 0.336 0.179 -0.639 -0.322
C -0.530 0.035 0.727 -0.370
C -1.942 0.512 0.388 -0.073
O -2.858 0.249 1.164 -0.371
H 1.880 -0.435 0.706 0.331
H 1.541 -1.529 -0.559 0.378
H 2.512 -0.252 -1.049 0.334
H 0.345 1.169 -0.907 0.372
H -0.227 -0.281 -1.338 0.364
H -0.578 -0.964 0.880 0.410
H -0.064 0.688 1.490 0.404
H -2.121 1.177 -0.520 0.288
```

Results
- LUMO level (eV) = -4.06
- HOMO (Eh) = -0.54695
- gap between HOMO and LUMO (eV) = 10.8
- total charge = +1
- molecular weight (g mol⁻¹) = 74.10
- total energy (eV) = -6769.80365
- SMILES = C[NH2+]CC=O

Entry from OMol25: an isolated molecule of C4H5NO (ωB97M-V/def2-TZVPD).

```
11
Properties=species:S:1:pos:R:3:mulliken_charge:R:1
C -1.413 -0.281 -0.329 -1.095
C -0.313 0.530 0.360 0.140
O 0.243 -0.195 1.447 -0.418
C 1.162 0.271 0.496 0.091
C 1.816 -0.506 -0.542 0.044
N 2.353 -0.870 -1.501 -0.385
H -2.246 0.358 -0.647 0.307
H -1.106 -0.902 -1.176 0.326
H -1.815 -0.960 0.436 0.277
H -0.546 1.585 0.489 0.361
H 1.866 0.969 0.966 0.353
```

Results
- LUMO level (eV) = 0.83
- HOMO (Eh) = -0.39954
- gap between HOMO and LUMO (eV) = 11.7
- total charge = 0
- molecular weight (g mol⁻¹) = 83.09
- total energy (eV) = -7764.43416
- SMILES = C[C@H]1O[C@H]1C#N

Entry from OMol25: an isolated molecule of C2H4N4O (ωB97M-V/def2-TZVPD).

```
11
Properties=species:S:1:pos:R:3:mulliken_charge:R:1
C 1.826 0.442 0.026 0.475
C 0.703 1.264 -0.163 -0.279
N 1.453 -0.977 -0.164 -0.365
N 0.275 -1.371 -0.027 -0.133
N -0.653 -0.470 0.103 0.502
N -1.957 -0.752 0.212 -0.709
O 2.973 0.609 0.365 -0.514
H 0.226 1.841 0.499 0.306
H 0.263 1.165 -1.176 0.278
H -2.373 -1.638 -0.060 0.231
H -2.735 -0.114 0.385 0.208
```

Results
- LUMO level (alpha / beta) (eV) = -1.42 / -1.28
- HOMO (alpha / beta) (Eh) = -0.29224 / -0.29684
- gap between HOMO and LUMO (alpha / beta) (eV) = 6.5 / 6.8
- total charge = 0
- molecular weight (g mol⁻¹) = 100.08
- total energy (eV) = -10140.31804

Entry from OMol25: a structure of composition C23H28As2ClINO2Ti (ωB97M-V/def2-TZVPD).

```
59
Properties=species:S:1:pos:R:3:mulliken_charge:R:1
Ti -0.510 -0.094 -0.711 0.976
C 3.370 -0.566 -1.602 -1.441
As 2.151 0.236 -0.330 0.717
C 2.920 1.982 0.002 -1.183
C 2.422 -0.731 1.319 -0.076
C 3.676 -1.252 1.620 -0.682
C 3.882 -1.910 2.828 -0.796
C 2.843 -2.048 3.736 -0.741
C 1.587 -1.530 3.445 -0.836
C 1.377 -0.870 2.238 0.637
As -0.341 -0.130 1.837 1.270
C -1.691 -1.137 2.759 -1.190
C -0.431 1.674 2.522 -1.046
H 4.371 -0.201 -1.376 0.521
H 3.105 -0.273 -2.615 0.435
H 3.346 -1.649 -1.510 0.399
H 3.850 1.820 0.546 0.473
H 2.252 2.597 0.599 0.285
H 3.139 2.476 -0.944 0.518
H 4.504 -1.156 0.929 0.451
H 4.859 -2.313 3.058 0.453
H 3.007 -2.561 4.675 0.452
H 0.789 -1.651 4.167 0.464
H -1.635 -0.866 3.813 0.517
H -1.510 -2.201 2.632 0.401
H -2.669 -0.871 2.362 0.330
H -0.162 1.626 3.578 0.453
H -1.445 2.055 2.414 0.421
H 0.270 2.315 1.995 0.277
Cl -4.837 5.214 -0.898 -0.153
C -4.129 3.666 -0.768 0.390
C -4.896 2.589 -0.410 -0.295
C -4.340 1.284 -0.306 -0.439
I -5.527 -0.306 0.217 0.191
C -3.005 1.144 -0.561 -0.131
O -2.282 -0.030 -0.568 -0.842
C -2.198 2.226 -0.919 0.762
N -0.875 1.923 -1.157 0.709
C -0.083 2.924 -1.577 -0.313
C -0.535 4.224 -1.739 -1.216
C -1.857 4.529 -1.466 -0.538
C -2.730 3.515 -1.047 -0.176
H -5.949 2.734 -0.212 0.474
H 0.945 2.671 -1.794 0.665
H 0.153 4.983 -2.083 0.462
H -2.223 5.541 -1.588 0.512
C -0.681 -3.616 -2.965 -0.617
C 0.711 -3.733 -2.328 -0.578
C 0.541 -3.139 -0.961 -0.329
O -0.356 -1.955 -1.231 -0.235
C -1.369 -2.445 -2.270 -0.392
H -1.264 -4.521 -2.803 0.309
H -0.611 -3.451 -4.037 0.335
H 1.456 -3.175 -2.898 0.239
H 1.047 -4.767 -2.262 0.437
H 1.426 -2.741 -0.470 0.250
H -0.028 -3.762 -0.272 0.324
H -1.573 -1.592 -2.914 0.381
H -2.255 -2.703 -1.698 0.356
```

Results
- LUMO level (eV) = -10.76
- HOMO (Eh) = -0.61885
- gap between HOMO and LUMO (eV) = 6.1
- total charge = +3
- molecular weight (g mol⁻¹) = 710.55
- total energy (eV) = -195280.99837

Entry from OMol25: a structure of composition C8H9P (ωB97M-V/def2-TZVPD).

```
18
Properties=species:S:1:pos:R:3:mulliken_charge:R:1
C -2.729 0.085 -0.016 -0.423
C -1.866 0.957 0.627 -0.510
C -2.258 -1.139 -0.465 -0.496
C -0.537 0.621 0.807 -0.203
C -0.930 -1.475 -0.288 -0.510
C -0.044 -0.590 0.331 0.466
C 2.576 0.425 -1.041 -0.710
C 2.637 0.496 0.429 -0.465
P 1.682 -1.166 0.495 -0.016
H -3.765 0.356 -0.163 0.367
H -2.231 1.906 0.994 0.362
H -2.928 -1.825 -0.962 0.362
H 0.111 1.310 1.328 0.263
H -0.555 -2.428 -0.638 0.329
H 1.736 0.838 -1.569 0.312
H 3.347 -0.069 -1.599 0.305
H 3.630 0.366 0.847 0.362
H 2.123 1.333 0.886 0.204
```

Results
- LUMO level (eV) = 0.09
- HOMO (Eh) = -0.28325
- gap between HOMO and LUMO (eV) = 7.8
- total charge = 0
- molecular weight (g mol⁻¹) = 136.13
- total energy (eV) = -17728.78295

Entry from OMol25: a structure of composition C27H26F16N7O2OsSe (ωB97M-V/def2-TZVPD).

```
80
Properties=species:S:1:pos:R:3:lowdin_spin:R:1
Os 0.019 -0.921 0.203 2.608
C -2.071 3.391 2.862 0.001
N -1.440 2.185 2.346 0.003
C -0.899 1.351 3.402 0.010
C -0.701 -0.087 2.944 0.035
N 0.413 -0.260 1.996 0.281
C 1.718 0.003 2.399 0.012
C 2.662 0.336 1.424 0.045
F 2.256 0.444 0.136 0.063
C 3.986 0.597 1.691 -0.007
F 4.818 0.900 0.698 -0.006
C 4.433 0.551 2.999 0.045
F 5.701 0.794 3.285 0.015
C 3.530 0.249 4.005 -0.007
F 3.944 0.195 5.263 -0.006
C 2.204 -0.019 3.713 0.039
F 1.417 -0.336 4.741 0.012
C -0.499 2.468 1.267 0.009
C -1.020 1.998 -0.080 0.037
N -1.270 0.547 -0.194 0.338
C -2.439 0.197 -0.883 0.020
C -3.132 -0.954 -0.495 0.044
F -2.636 -1.698 0.510 0.041
C -4.297 -1.377 -1.095 -0.007
F -4.909 -2.477 -0.675 -0.006
C -4.826 -0.639 -2.142 0.042
F -5.943 -1.027 -2.735 0.014
C -4.168 0.503 -2.566 -0.006
F -4.656 1.205 -3.580 -0.005
C -2.994 0.908 -1.954 0.039
F -2.403 1.996 -2.444 0.011
H -1.361 4.060 3.372 0.000
H -2.860 3.124 3.565 0.000
H -2.531 3.944 2.043 0.000
H -1.620 1.325 4.220 0.001
H 0.038 1.754 3.821 0.000
H -1.609 -0.410 2.436 0.003
H -0.546 -0.747 3.795 0.010
H 0.488 2.056 1.479 0.001
H -0.346 3.549 1.168 0.001
H -0.331 2.290 -0.879 0.014
H -1.966 2.510 -0.251 0.001
C 1.078 0.318 -6.861 0.000
N 2.166 0.238 -5.903 0.000
C 3.489 -0.021 -6.209 0.000
C 4.187 0.083 -5.063 0.000
N 3.286 0.415 -4.067 0.000
C 3.624 0.642 -2.677 0.000
C 2.038 0.509 -4.582 0.001
Se 0.477 0.965 -3.711 0.010
H 1.396 -0.156 -7.786 0.000
H 0.815 1.358 -7.048 0.000
H 0.204 -0.187 -6.459 0.000
H 3.811 -0.245 -7.210 0.000
H 5.238 -0.032 -4.868 0.000
H 4.675 0.910 -2.609 0.000
H 3.435 -0.253 -2.086 0.000
H 3.008 1.452 -2.294 0.000
N -0.629 -2.657 -3.636 0.005
C 0.084 -2.285 -2.569 0.012
N 1.395 -2.535 -2.511 0.004
O -0.522 -1.707 -1.621 0.058
H -0.171 -2.996 -4.464 0.000
H -1.522 -2.206 -3.756 0.000
H 1.845 -3.072 -3.232 0.000
H 1.814 -2.488 -1.586 0.001
C 2.379 -4.558 0.275 0.000
C 1.457 -3.583 1.003 0.014
O 1.430 -2.359 0.336 0.103
C 2.004 -3.394 2.439 0.003
F 1.169 -2.694 3.223 0.002
F 2.239 -4.558 3.045 0.001
F 3.165 -2.722 2.385 0.001
C 0.031 -4.165 1.047 0.005
F -0.389 -4.432 -0.201 0.001
F -0.845 -3.273 1.562 0.029
F -0.055 -5.280 1.763 0.002
H 3.375 -4.121 0.220 0.000
H 2.003 -4.733 -0.731 0.000
H 2.440 -5.513 0.792 0.000
```

Results
- LUMO level (alpha / beta) (eV) = -2.26 / -4.85
- HOMO (alpha / beta) (Eh) = -0.37031 / -0.37001
- gap between HOMO and LUMO (alpha / beta) (eV) = 7.8 / 5.2
- total charge = +1
- molecular weight (g mol⁻¹) = 1053.71
- 2S+1 = 5
- total energy (eV) = -154232.65266